(1)
The following is a DFT calculation (the ωB97M-V functional and the def2-TZVPD basis) of C23H28N2O8S4 in the gas phase.

Output
Gap between HOMO and LUMO, eV: 8.2
SMILES: CSCC[C@@H](NS(=O)(=O)c1ccc2c(c1)Cc1cc(S(=O)(=O)N[C@H](CCSC)C(=O)O)ccc1-2)C(=O)O
HOMO energy, eV: -8.722

Geometry as ORCA input:
```
! wB97M-V def2-TZVPD RIJCOSX def2/J DEFGRID3
* xyz 0 1
C 0.68 2.87 -2.79
H -0.40 2.98 -2.69
H 0.92 1.85 -3.07
H 1.05 3.58 -3.53
S 1.40 3.24 -1.17
C 3.18 3.04 -1.58
C 3.96 2.53 -0.38
H 5.02 2.73 -0.51
H 3.62 3.05 0.52
C 3.80 1.01 -0.15
N 4.50 0.65 1.06
S 5.22 -0.87 1.11
O 6.15 -0.93 0.02
O 5.67 -1.05 2.45
C 3.83 -1.93 0.73
C 3.70 -2.41 -0.55
C 2.48 -2.91 -0.98
C 1.40 -2.86 -0.11
C 1.57 -2.44 1.23
C 2.79 -1.97 1.66
H 2.95 -1.59 2.66
C 0.25 -2.42 1.94
C -0.71 -2.65 0.81
C -2.07 -2.42 0.77
C -2.70 -2.52 -0.46
C -2.04 -2.93 -1.61
C -0.69 -3.19 -1.57
C -0.02 -2.99 -0.37
H -0.15 -3.48 -2.46
H -2.61 -2.99 -2.53
S -4.24 -1.66 -0.70
O -4.98 -1.55 0.53
O -4.91 -2.11 -1.88
N -3.66 -0.12 -1.03
H -3.15 -0.08 -1.90
C -3.01 0.56 0.07
C -1.50 0.44 0.03
O -0.88 0.12 -0.98
O -0.93 0.75 1.16
H 0.08 0.75 1.13
H -3.37 0.08 0.99
C -3.43 2.04 0.12
C -3.33 2.63 1.52
H -3.79 3.62 1.54
H -2.29 2.72 1.83
S -4.10 1.61 2.82
C -5.79 1.42 2.17
H -6.13 2.37 1.78
H -5.80 0.64 1.41
H -6.40 1.12 3.01
H -2.83 2.63 -0.57
H -4.47 2.07 -0.23
H -2.64 -2.12 1.63
H 0.19 -3.23 2.67
H 0.07 -1.49 2.46
H 2.35 -3.25 -2.00
H 4.55 -2.35 -1.21
H 3.98 0.86 1.90
C 2.32 0.65 -0.07
O 1.70 0.74 0.98
O 1.80 0.22 -1.19
H 0.80 0.10 -1.13
H 4.26 0.46 -0.98
H 3.55 4.01 -1.89
H 3.24 2.34 -2.42
*
```

Atom charges from the Mulliken analysis, given in e for atoms 1 to 2:
1 C -0.782
2 H 0.293



(2)
The following is a DFT calculation (the ωB97M-V functional and the def2-TZVPD basis) of a molecular structure, C23H28N3O7Ru in a non-equilibrium geometry.

Output
Gap between HOMO and LUMO (alpha / beta), eV: 4.8 / 4.8
HOMO energy (alpha / beta), eV: -7.124 / -7.125
ΔE to the lowest compared entry with this formula, charge and spin, kJ/mol: 338.6

Geometry as ORCA input:
```
! wB97M-V def2-TZVPD RIJCOSX def2/J DEFGRID3
* xyz 0 2
Ru -0.30 0.07 -0.84
C 0.11 4.38 -0.82
C -0.31 2.94 -0.74
N 0.43 1.94 -1.30
O 1.83 2.17 -1.33
C -1.49 2.55 -0.12
C -2.57 3.49 0.31
N -1.65 1.21 0.04
O -2.84 0.73 0.24
H 0.89 4.53 -1.56
H 0.46 4.74 0.15
H -0.74 4.99 -1.12
H 2.00 3.00 -0.85
H -2.20 4.25 0.99
H -3.35 2.90 0.80
H -2.99 3.98 -0.57
C 3.38 -2.04 0.78
C 2.78 -1.21 -0.34
C 3.78 -0.76 -1.40
O 2.10 -0.11 0.23
C 1.68 -2.06 -1.19
O 1.79 -3.27 -1.18
O 0.95 -1.29 -1.83
H 4.32 -1.58 1.09
H 3.56 -3.06 0.45
H 2.70 -2.04 1.62
H 4.58 -0.18 -0.95
H 3.27 -0.16 -2.16
H 4.22 -1.64 -1.88
H 2.34 0.69 -0.28
C -2.84 -2.45 6.24
C -3.48 -1.68 5.11
C -4.19 -0.52 5.40
C -4.72 0.26 4.38
C -4.53 -0.11 3.07
C -3.87 -1.31 2.77
N -3.67 -1.57 1.43
C -3.76 -2.76 0.77
C -4.70 -3.73 1.14
C -4.88 -4.86 0.37
C -4.12 -5.05 -0.78
C -3.18 -4.10 -1.16
C -2.99 -2.96 -0.40
C -1.96 -1.92 -0.73
O -1.95 -1.36 -1.84
O -1.15 -1.62 0.19
C -3.34 -2.11 3.79
C -2.56 -3.35 3.45
H -3.11 -2.00 7.19
H -1.76 -2.42 6.14
H -3.15 -3.49 6.23
H -4.31 -0.21 6.43
H -5.26 1.17 4.62
H -4.90 0.49 2.25
H -3.33 -0.76 0.89
H -5.33 -3.54 2.00
H -5.63 -5.58 0.64
H -4.26 -5.93 -1.38
H -2.57 -4.24 -2.03
H -3.22 -4.21 3.41
H -1.80 -3.54 4.19
H -2.08 -3.23 2.48
*
```

Atom charges from the Mulliken analysis, given in e for atoms 1 to 2:
1 Ru 0.423
2 C -1.752



(3)
The following is a DFT calculation (the ωB97M-V functional and the def2-TZVPD basis) of a molecular structure, C23H28N4NiO2PSSe in a non-equilibrium geometry.

Output
Gap between HOMO and LUMO (alpha / beta), eV: 7.4 / 7.3
HOMO energy (alpha / beta), eV: -10.815 / -10.823
ΔE to the lowest compared entry with this formula, charge and spin, kJ/mol: 45.5

Geometry as ORCA input:
```
! wB97M-V def2-TZVPD RIJCOSX def2/J DEFGRID3
* xyz 1 1
Ni -0.88 0.64 0.57
C -1.30 -6.85 -0.70
C -1.86 -5.50 -0.36
C -2.96 -5.38 0.49
C -3.47 -4.13 0.81
C -2.87 -3.00 0.28
C -1.78 -3.09 -0.57
C -1.28 -4.34 -0.88
S -3.54 -1.40 0.64
O -4.56 -1.53 1.63
O -3.86 -0.75 -0.61
N -2.24 -0.58 1.22
C -1.65 -0.87 2.42
C -2.10 -1.66 3.48
C -1.30 -1.78 4.59
C -0.06 -1.13 4.64
C 0.32 -0.37 3.55
N -0.45 -0.24 2.48
H -2.01 -7.64 -0.49
H -0.40 -7.04 -0.10
H -1.02 -6.91 -1.75
H -3.42 -6.26 0.90
H -4.32 -4.01 1.47
H -1.33 -2.19 -0.97
H -0.42 -4.43 -1.54
H -3.07 -2.14 3.41
H -1.63 -2.37 5.43
H 0.58 -1.21 5.50
H 1.27 0.14 3.52
C 3.94 0.45 -1.58
N 3.68 1.77 -1.03
C 2.60 2.13 -0.32
Se 1.34 0.97 0.43
N 2.74 3.44 -0.01
C 3.94 3.93 -0.50
C 4.56 5.16 -0.42
C 5.80 5.28 -1.02
C 6.40 4.21 -1.68
C 5.79 2.97 -1.76
C 4.54 2.85 -1.16
H 3.10 -0.20 -1.35
H 4.84 0.03 -1.14
H 4.06 0.52 -2.66
H 2.08 3.95 0.55
H 4.10 5.99 0.10
H 6.32 6.23 -0.97
H 7.38 4.34 -2.12
H 6.25 2.14 -2.26
C -2.46 1.06 -2.60
P -2.03 1.82 -1.00
C -1.17 3.33 -1.55
C -3.64 2.42 -0.40
H -3.00 1.80 -3.19
H -3.11 0.20 -2.41
H -1.57 0.73 -3.13
H -1.78 3.87 -2.27
H -0.22 3.05 -2.02
H -0.95 3.98 -0.70
H -4.02 3.18 -1.09
H -3.58 2.83 0.60
H -4.32 1.57 -0.39
*
```

Atom charges from the Mulliken analysis, given in e for atoms 1 to 2:
1 Ni -0.439
2 C -1.451



(4)
The following is a DFT calculation (the ωB97M-V functional and the def2-TZVPD basis) of C23H28N4O3S in the gas phase.

Output
Gap between HOMO and LUMO, eV: 8.0
SMILES: O=C(N[C@H](Cc1c[nH]c2ccccc12)C(=O)NCCCN1CCOCC1)c1cccs1
HOMO energy, eV: -7.818
ΔE to the lowest compared entry with this formula, charge and spin, kJ/mol: 31.1

Geometry as ORCA input:
```
! wB97M-V def2-TZVPD RIJCOSX def2/J DEFGRID3
* xyz 0 1
O -1.36 -1.11 0.05
C -0.63 -2.02 -0.33
N 0.44 -2.47 0.35
H 1.01 -3.18 -0.09
C 0.95 -1.97 1.62
C 1.62 -0.59 1.44
O 2.81 -0.45 1.64
N 0.78 0.38 1.07
H -0.18 0.12 0.86
C 1.22 1.70 0.69
C 1.31 1.83 -0.83
H 1.92 1.02 -1.22
H 1.81 2.78 -1.07
C -0.07 1.76 -1.50
N 0.02 1.19 -2.83
C -1.27 0.76 -3.34
C -1.06 0.04 -4.67
O -0.45 0.88 -5.62
C 0.79 1.35 -5.13
C 0.64 2.09 -3.80
H 1.62 2.39 -3.44
H 0.02 2.99 -3.96
H 1.19 2.01 -5.90
H 1.48 0.50 -4.99
H -2.02 -0.26 -5.10
H -0.44 -0.85 -4.50
H -1.71 0.07 -2.62
H -1.95 1.61 -3.49
H -0.72 1.10 -0.93
H -0.54 2.76 -1.51
H 0.53 2.43 1.11
H 2.21 1.84 1.13
H 1.74 -2.65 1.94
C -0.15 -1.91 2.71
C 0.30 -1.03 3.83
C 1.27 -1.30 4.75
N 1.45 -0.22 5.58
C 0.61 0.78 5.19
C 0.42 2.06 5.70
C -0.52 2.86 5.10
C -1.28 2.39 4.01
C -1.11 1.13 3.51
C -0.15 0.30 4.09
H -1.70 0.78 2.68
H -2.01 3.05 3.57
H -0.68 3.86 5.46
H 1.01 2.41 6.54
H 2.13 -0.16 6.31
H 1.86 -2.19 4.89
H -1.06 -1.51 2.28
H -0.35 -2.93 3.06
C -0.89 -2.70 -1.60
C -2.06 -2.63 -2.31
C -2.02 -3.36 -3.52
C -0.82 -3.96 -3.72
S 0.28 -3.67 -2.44
H -0.51 -4.57 -4.55
H -2.84 -3.42 -4.21
H -2.92 -2.09 -1.96
*
```

Atom charges from the Mulliken analysis, given in e for atoms 1 to 2:
1 O -0.748
2 C 0.603



(5)
The following is a DFT calculation (the ωB97M-V functional and the def2-TZVPD basis) of a molecular structure, C23H28N4O4S in a non-equilibrium geometry.

Output
Gap between HOMO and LUMO, eV: 7.3
HOMO energy, eV: -7.827
ΔE to the lowest compared entry with this formula, charge and spin, kJ/mol: 2469.7

Geometry as ORCA input:
```
! wB97M-V def2-TZVPD RIJCOSX def2/J DEFGRID3
* xyz 0 1
C 0.14 -4.01 -0.37
H 0.30 -4.28 -1.50
H 0.79 -4.56 0.14
H -0.85 -4.26 -0.22
C 0.30 -2.24 -0.38
C -0.68 -1.74 -1.07
N -0.42 -0.97 -1.95
O -1.60 -0.66 -2.81
C -2.49 -1.29 -2.01
N -2.09 -1.96 -0.97
N -3.77 -1.39 -2.27
C -4.73 -1.70 -1.39
H -4.39 -1.95 -0.53
C -5.75 -0.59 -0.82
H -6.58 -0.33 -1.57
C -4.95 0.83 -0.71
C -3.89 0.89 0.24
O -2.81 1.74 -0.09
C -1.61 1.41 0.14
C -0.51 2.14 -0.25
N 0.81 2.16 -0.08
C 1.19 1.16 1.12
C 0.16 0.41 1.67
C -1.17 0.54 1.46
H -1.83 -0.02 1.55
H 0.36 -0.17 2.40
C 2.48 1.37 1.31
C 3.45 1.36 0.16
C 4.84 1.42 0.62
C 5.19 1.05 1.80
C 4.40 0.66 2.67
C 3.06 0.90 2.42
H 2.29 0.57 3.32
H 4.76 0.58 3.74
S 7.02 1.05 2.09
O 7.71 0.48 0.80
O 7.27 0.20 3.04
C 7.32 2.59 2.75
H 8.47 2.72 2.74
H 7.24 3.21 1.77
H 6.67 2.95 3.54
H 5.61 1.49 -0.06
H 3.13 1.83 -0.65
H -0.75 3.04 -1.07
H -3.24 -0.25 0.11
H -4.35 1.03 1.12
C -4.63 1.22 -2.25
H -5.44 1.87 -2.76
C -4.29 -0.19 -3.24
H -3.45 -0.05 -3.83
H -5.25 -0.50 -3.64
H -3.59 1.69 -2.32
H -5.77 1.60 -0.70
H -6.21 -0.66 0.28
H -5.66 -2.41 -1.72
C 1.65 -2.13 -0.50
H 1.99 -2.15 -1.70
H 2.52 -2.41 0.10
H 1.77 -0.98 -0.59
H -0.13 -2.30 0.96
*
```

Atom charges from the Mulliken analysis, given in e for atoms 1 to 2:
1 C -1.424
2 H 0.330



(6)
The following is a DFT calculation (the ωB97M-V functional and the def2-TZVPD basis) of C23H28N4O4S in the gas phase.

Output
Gap between HOMO and LUMO, eV: 8.3
SMILES: CCCCNS(=O)(=O)c1ccc2nc(-c3cccnc3)cc(C(=O)NCCCOC)c2c1
HOMO energy, eV: -8.981
ΔE to the lowest compared entry with this formula, charge and spin, kJ/mol: 270.7

Geometry as ORCA input:
```
! wB97M-V def2-TZVPD RIJCOSX def2/J DEFGRID3
* xyz 0 1
C 2.08 3.39 0.44
C 0.73 3.83 -0.11
C 0.76 3.93 -1.64
C -0.60 4.31 -2.25
N -1.71 3.47 -1.88
S -1.90 1.98 -2.58
O -1.70 2.14 -3.99
O -3.16 1.49 -2.09
C -0.61 0.95 -1.90
C -0.77 0.54 -0.61
C 0.23 -0.22 0.02
C 0.14 -0.72 1.35
C 1.22 -1.34 1.90
C 2.40 -1.51 1.12
N 2.48 -1.12 -0.13
C 1.44 -0.48 -0.69
C 1.55 -0.07 -2.04
C 0.53 0.62 -2.64
H 0.58 0.95 -3.67
H 2.46 -0.31 -2.57
C 3.59 -2.15 1.68
C 3.54 -3.09 2.72
C 4.72 -3.63 3.19
C 5.92 -3.23 2.60
N 5.98 -2.35 1.61
C 4.85 -1.83 1.17
H 4.93 -1.11 0.37
H 6.86 -3.64 2.93
H 4.72 -4.36 3.99
H 2.60 -3.40 3.14
H 1.18 -1.68 2.92
C -1.16 -0.58 2.10
O -1.24 -0.06 3.19
N -2.19 -1.11 1.42
H -2.03 -1.45 0.47
C -3.58 -0.92 1.76
C -4.46 -1.71 0.80
H -5.51 -1.47 1.01
H -4.32 -2.78 0.97
C -4.17 -1.38 -0.67
H -4.08 -0.30 -0.83
H -4.99 -1.75 -1.30
O -2.94 -1.93 -1.13
C -3.01 -3.27 -1.56
H -2.02 -3.53 -1.92
H -3.73 -3.38 -2.38
H -3.29 -3.95 -0.75
H -3.74 -1.23 2.80
H -3.83 0.15 1.70
H -1.67 0.82 -0.08
H -1.94 3.47 -0.90
H -0.85 5.34 -1.97
H -0.54 4.25 -3.34
H 1.08 2.97 -2.05
H 1.49 4.68 -1.94
H -0.03 3.10 0.20
H 0.46 4.80 0.31
H 2.04 3.32 1.52
H 2.35 2.41 0.04
H 2.86 4.10 0.16
*
```

Atom charges from the Mulliken analysis, given in e for atoms 1 to 2:
1 C -1.360
2 C 0.072